{"formula": "C17H12Cl2N2O2", "method": "ωB97M-V/def2-TZVPD", "species": ["O", "C", "O", "C", "C", "C", "N", "C", "C", "C", "C", "C", "N", "H", "H", "Cl", "H", "H", "H", "H", "C", "C", "C", "C", "C", "C", "C", "C", "H", "H", "H", "Cl", "H", "H", "H"], "coordinates": [[-0.768, -2.934, -0.522], [-0.799, -2.038, 0.176], [0.114, -1.608, 1.087], [1.251, -2.422, 1.063], [2.322, -1.652, 0.511], [3.496, -1.435, 1.280], [4.112, -0.538, 0.661], [5.429, 0.122, 0.471], [5.788, 1.080, -0.396], [5.009, 1.464, -1.324], [3.652, 1.187, -1.390], [3.199, 0.102, -0.598], [2.182, -0.824, -0.500], [3.035, 1.391, -2.129], [5.304, 2.249, -2.130], [7.361, 1.685, -0.063], [6.125, -0.431, 1.432], [3.962, -1.900, 2.144], [1.492, -2.662, 2.033], [1.080, -3.181, 0.503], [-2.178, -1.158, 0.188], [-3.282, -1.223, -0.402], [-4.400, -0.437, -0.547], [-4.694, 0.588, 0.413], [-5.825, 1.400, -0.090], [-6.719, 0.890, -0.770], [-6.560, -0.396, -1.599], [-5.345, -0.750, -1.554], [-5.290, -1.788, -2.068], [-7.291, -0.541, -2.240], [-7.716, 1.532, -0.861], [-6.130, 2.552, 1.076], [-3.857, 0.887, 0.977], [-3.102, -2.246, -1.306], [-2.120, -0.465, 1.050]], "forces_ev_per_angstrom": [[1.36, -5.08, -3.60], [-4.46, 5.80, 2.80], [-2.21, 0.04, -0.56], [0.29, 3.85, 1.36], [2.03, 1.59, 1.05], [-1.23, -2.38, 0.56], [5.46, 9.60, -7.59], [-1.25, -6.42, 7.43], [3.82, -2.60, 4.96], [-4.83, 5.85, -7.49], [2.78, -4.36, 4.03], [-0.56, -4.82, 4.07], [0.35, 2.65, -1.58], [-2.56, 1.55, -3.51], [-0.02, -1.41, 1.72], [0.69, 0.47, -0.49], [-1.46, 2.40, -3.32], [-0.54, -0.24, -0.12], [0.40, -0.87, 2.23], [-1.24, -5.43, -3.27], [6.28, 1.41, 5.89], [0.83, -6.69, -6.76], [-2.76, 2.92, 2.55], [-0.17, -1.54, -6.50], [7.19, -0.26, 7.40], [-9.07, -2.90, -7.16], [-1.30, 8.30, 4.68], [3.60, -6.80, -0.90], [1.27, 1.74, 0.37], [-3.20, -1.60, -2.85], [2.01, -1.68, 0.11], [-0.90, 3.03, 1.30], [0.20, 0.68, 1.31], [-1.10, 3.02, 2.40], [0.27, 0.17, -0.52]], "lumo_energy_ev": -0.166, "total_energy_ha": -1835.0096}